118
Properties=species:S:1:pos:R:3:forces:R:3 method="wB97M-V/def2-TZVPD" e_above_lowest_ev=0.000 multiplicity=4 orbital_gap_ev="5.9 / 5.6" e_homo_ev="-6.56 / -6.38"
V 0.222 -0.340 0.785 0.71 0.49 -0.25
C 1.087 4.327 4.833 -0.11 0.12 -0.14
C 0.704 4.640 3.384 0.06 -0.12 0.06
C 1.075 3.499 2.494 0.32 0.11 -0.25
C 2.247 3.305 1.821 -0.41 0.18 0.10
C 3.437 4.207 1.766 0.02 -0.11 0.13
C 4.518 3.786 2.765 -0.02 0.14 -0.13
C 2.131 2.020 1.174 0.38 0.07 -0.12
N 0.932 1.435 1.462 0.19 0.71 0.37
C 0.280 2.314 2.277 -0.17 0.04 0.17
C -0.951 2.077 2.866 0.19 -0.10 -0.14
C -1.650 0.883 2.795 -0.08 0.08 0.15
C -2.878 0.623 3.505 -0.13 -0.19 -0.18
C -3.552 1.581 4.430 0.09 -0.10 0.08
C -2.947 1.516 5.835 -0.15 0.12 -0.10
C -3.239 -0.658 3.198 0.03 0.35 -0.08
C -2.235 -1.157 2.289 -0.20 -0.23 0.12
C -2.332 -2.364 1.619 0.18 0.15 0.04
C -1.510 -2.784 0.586 -0.11 -0.19 -0.06
N -0.405 -2.118 0.143 -0.37 -1.21 -0.24
C 0.102 -2.864 -0.888 0.11 -0.09 -0.05
C 1.296 -2.562 -1.523 -0.04 0.18 0.05
C 2.134 -1.497 -1.237 0.14 -0.20 -0.17
N 1.880 -0.499 -0.342 0.99 -0.26 -0.45
C 2.982 0.303 -0.357 0.12 0.01 -0.21
C 3.109 1.481 0.356 -0.31 0.02 0.11
C 3.973 -0.200 -1.279 -0.16 -0.17 -0.19
C 3.434 -1.319 -1.846 0.07 0.28 0.08
C 4.056 -2.235 -2.848 0.06 -0.07 0.18
C 4.781 -3.397 -2.162 -0.05 0.03 -0.15
C 5.307 0.420 -1.537 0.02 -0.07 0.13
C 6.337 0.074 -0.458 -0.02 0.10 -0.15
C -0.732 -4.018 -1.136 -0.39 -0.06 0.31
C -1.740 -3.962 -0.209 0.17 0.13 -0.26
C -2.891 -4.907 -0.066 0.17 -0.06 0.13
C -2.631 -5.995 0.979 -0.13 0.06 -0.13
C -0.657 -5.119 -2.159 0.06 0.02 -0.05
C 0.566 -5.232 -3.060 -0.17 -0.06 0.03
N -1.273 -0.210 2.069 -0.94 0.00 1.06
C -4.426 -1.420 3.684 0.15 -0.03 0.09
C -4.044 -2.364 4.824 -0.18 0.04 -0.10
H 0.764 5.124 5.497 -0.01 0.07 0.16
H 2.165 4.216 4.919 0.08 -0.03 0.07
H 0.624 3.392 5.146 -0.01 -0.05 0.10
H 1.221 5.548 3.059 -0.09 -0.04 -0.02
H -0.370 4.839 3.325 0.06 0.02 -0.06
H 3.127 5.231 1.990 0.01 -0.03 -0.10
H 3.862 4.207 0.759 -0.06 0.08 0.00
H 4.128 3.793 3.780 -0.01 -0.02 0.10
H 5.361 4.471 2.716 0.14 0.03 0.04
H 4.875 2.782 2.549 0.05 -0.13 0.00
H -1.383 2.869 3.461 0.03 0.02 0.06
H -4.617 1.345 4.490 0.00 0.09 -0.06
H -3.459 2.600 4.046 -0.10 -0.04 -0.02
H -3.085 0.526 6.264 0.02 -0.10 0.07
H -3.427 2.245 6.485 0.00 0.06 0.14
H -1.881 1.726 5.801 0.13 0.01 0.03
H -3.169 -3.000 1.862 -0.09 -0.05 0.05
H 1.633 -3.234 -2.289 0.06 -0.05 -0.06
H 4.026 2.038 0.240 0.08 0.08 -0.04
H 4.773 -1.683 -3.460 -0.08 0.02 -0.05
H 3.296 -2.641 -3.519 -0.01 0.09 -0.07
H 5.593 -3.024 -1.543 0.07 -0.01 0.07
H 5.191 -4.081 -2.903 0.08 -0.09 -0.01
H 4.094 -3.948 -1.521 -0.03 -0.06 0.06
H 5.203 1.507 -1.595 -0.01 -0.01 -0.11
H 5.686 0.077 -2.502 -0.04 0.08 -0.05
H 6.008 0.418 0.520 -0.03 0.02 0.12
H 7.291 0.545 -0.686 0.10 0.00 0.05
H 6.485 -1.002 -0.402 0.03 -0.11 0.04
H -3.086 -5.384 -1.029 -0.08 0.08 -0.01
H -3.791 -4.353 0.211 0.00 0.00 -0.08
H -1.777 -6.605 0.695 0.11 -0.06 0.02
H -3.501 -6.643 1.068 -0.04 -0.11 0.06
H -2.429 -5.552 1.950 0.06 0.02 0.14
H -1.542 -5.026 -2.800 0.01 -0.12 0.06
H -0.758 -6.064 -1.617 -0.12 0.00 -0.07
H 0.658 -4.367 -3.712 0.11 0.07 -0.06
H 0.453 -6.107 -3.697 0.04 -0.05 -0.03
H 1.478 -5.356 -2.479 0.10 0.03 -0.03
H -4.859 -1.996 2.863 -0.08 0.05 -0.01
H -5.189 -0.720 4.037 -0.02 -0.06 -0.09
H -3.274 -3.060 4.499 0.08 -0.09 0.01
H -4.912 -2.929 5.154 -0.05 -0.12 0.11
H -3.655 -1.795 5.664 0.06 0.00 0.13
Cl -2.730 -0.025 -0.470 -1.09 0.09 0.06
C -4.502 -0.163 -0.591 0.18 0.29 -0.07
Cl -4.992 -1.853 -0.587 -0.21 -0.25 -0.04
H -4.828 0.284 -1.532 0.14 -0.05 0.18
H -4.949 0.322 0.276 0.15 -0.04 -0.17
C -1.004 2.685 -0.896 0.23 -0.34 -0.24
H -1.774 3.401 -1.166 -0.21 0.06 -0.11
H -0.081 3.230 -0.708 0.12 0.01 0.00
H -1.295 2.188 0.027 -0.06 0.07 -0.06
Ge -0.699 1.376 -2.358 -0.11 0.92 -0.30
C -2.380 1.053 -3.377 0.67 0.16 0.16
C -2.788 -0.264 -3.549 0.17 -0.10 -0.09
C -4.024 -0.565 -4.091 -0.06 -0.04 -0.09
C -4.873 0.458 -4.485 0.01 0.01 -0.03
C -4.465 1.775 -4.351 -0.22 0.07 -0.08
C -3.228 2.068 -3.800 0.21 0.15 0.08
C 0.878 2.062 -3.339 -0.53 -0.30 0.17
C 1.117 3.424 -3.474 -0.16 0.03 0.06
C 2.295 3.884 -4.035 0.02 0.20 -0.01
C 3.265 2.986 -4.443 0.10 -0.02 -0.06
C 3.036 1.625 -4.325 0.07 -0.01 -0.07
C 1.845 1.171 -3.787 -0.16 -0.15 0.04
H -0.279 -0.013 -1.892 0.06 -0.27 0.22
H -2.134 -1.063 -3.224 -0.01 -0.13 0.03
H -4.329 -1.593 -4.200 -0.05 -0.16 -0.01
H -5.842 0.226 -4.898 -0.11 -0.01 -0.06
H -5.118 2.575 -4.673 -0.02 0.05 0.00
H -2.925 3.102 -3.694 -0.03 0.08 0.02
H 0.373 4.131 -3.131 0.00 0.11 0.02
H 2.457 4.947 -4.149 0.04 0.08 0.03
H 4.199 3.343 -4.854 0.05 0.04 -0.05
H 3.784 0.919 -4.650 0.11 -0.10 -0.04
H 1.661 0.108 -3.701 0.09 -0.11 0.05

***

55
Properties=species:S:1:pos:R:3:forces:R:3 method="wB97M-V/def2-TZVPD" orbital_gap_ev=7.1 e_homo_ev=-16.89 charge=+3
Zr -0.613 0.701 0.061 -1.49 -0.80 -0.20
C 0.590 -2.366 2.469 -0.22 -0.03 -0.15
P 0.960 -0.786 1.668 0.83 0.32 0.61
C 1.239 0.353 3.089 -0.06 -0.19 -0.06
C 2.625 -0.936 0.955 -0.12 -0.10 -0.04
C 3.496 -1.936 1.380 0.01 -0.02 0.05
C 4.791 -1.991 0.885 0.00 -0.02 0.02
C 5.227 -1.048 -0.035 0.03 0.00 -0.01
C 4.364 -0.052 -0.465 0.05 0.02 -0.05
C 3.058 0.005 0.014 -0.01 0.08 -0.03
P 1.943 1.310 -0.568 0.66 -0.19 -0.25
C 2.684 2.880 -0.033 -0.31 0.06 0.10
C 2.134 1.350 -2.379 -0.10 0.10 0.10
H 0.723 -3.185 1.763 0.00 -0.02 -0.01
H -0.445 -2.374 2.809 0.00 0.01 0.03
H 1.245 -2.505 3.327 0.03 -0.03 0.01
H 2.114 0.021 3.646 0.04 0.01 0.05
H 0.379 0.342 3.762 -0.02 0.00 0.00
H 1.427 1.371 2.745 0.03 0.04 0.00
H 3.180 -2.678 2.102 0.02 0.01 -0.02
H 5.461 -2.770 1.225 -0.02 0.02 -0.02
H 6.237 -1.091 -0.421 -0.02 0.01 0.02
H 4.719 0.675 -1.187 -0.01 -0.03 0.03
H 3.657 2.975 -0.512 0.08 0.01 0.01
H 2.815 2.904 1.047 0.01 0.00 0.02
H 2.055 3.717 -0.340 0.03 0.00 -0.01
H 3.152 1.652 -2.623 0.05 0.02 -0.02
H 1.443 2.077 -2.808 -0.01 0.02 -0.01
H 1.936 0.373 -2.807 -0.01 -0.09 -0.03
N -1.748 1.610 2.136 0.35 -0.25 -0.25
N -2.456 0.704 2.938 -0.10 -0.07 0.10
C -2.999 -0.389 2.372 0.04 -0.01 -0.06
N -3.866 -1.078 3.079 -0.08 -0.13 0.00
S -2.561 -0.905 0.795 0.06 -0.05 -0.01
H -1.098 2.102 2.742 0.20 0.06 0.05
H -2.386 2.307 1.764 -0.13 0.20 -0.16
H -2.862 1.073 3.789 -0.02 0.06 0.08
H -4.171 -0.809 4.004 -0.02 0.02 0.01
H -4.262 -1.922 2.693 -0.02 -0.05 0.00
Se -0.782 5.030 -1.926 -0.03 -0.03 -0.02
C -1.013 3.572 -1.112 -0.09 -0.18 0.28
N -1.176 2.517 -0.512 0.28 0.96 -0.46
C -3.762 0.636 -2.451 -0.09 -0.08 -0.09
N -3.312 -0.633 -3.018 -0.14 0.19 -0.01
C -4.106 -1.428 -3.833 -0.05 0.10 0.08
C -3.374 -2.502 -4.187 0.11 -0.05 0.00
N -2.149 -2.344 -3.579 0.08 -0.24 -0.10
C -2.114 -1.207 -2.874 -0.08 -0.15 0.13
S -0.659 -0.704 -2.060 -0.05 0.29 0.17
H -4.434 1.113 -3.157 -0.01 0.01 -0.07
H -2.911 1.282 -2.293 0.22 0.13 0.03
H -4.292 0.469 -1.518 -0.01 -0.06 0.09
H -5.116 -1.155 -4.088 0.06 0.03 0.03
H -3.614 -3.344 -4.816 0.05 0.05 0.06
H -1.373 -2.985 -3.654 0.01 0.02 -0.01